No. 1
Density functional theory data (ωB97M-V/def2-TZVPD) for a molecular structure, C16H10Br2InNOS2.

Last column: Löwdin charge in e.
Element x y z (Å)
In  0.4140  -0.6061  -1.8087  0.622
C  -1.7713  -0.9824  0.9785  -0.015
C  -0.3342  -1.1074  1.3841  -0.283
C  0.0624  -1.1254  2.7337  0.007
C  1.3896  -1.1807  3.0584  0.000
C  2.3692  -1.2407  2.0465  -0.181
C  3.7630  -1.2709  2.2625  -0.622
Br  4.4625  -1.2843  4.0256  0.780
C  4.6307  -1.2900  1.2067  -0.162
C  4.1496  -1.3029  -0.1069  -0.596
Br  5.3727  -1.3270  -1.5419  0.812
C  2.7953  -1.3158  -0.4073  -0.409
O  2.3482  -1.3884  -1.6398  -0.200
C  1.9003  -1.2547  0.7108  -0.136
N  0.5735  -1.1804  0.4283  0.074
H  -2.4271  -1.0652  1.8421  0.086
H  -2.0255  -1.7533  0.2523  0.077
H  -1.9435  -0.0148  0.4994  0.088
H  -0.6928  -1.0758  3.5056  0.118
H  1.7039  -1.1707  4.0931  0.086
H  5.6982  -1.2922  1.3757  0.099
S  -1.7967  -0.8657  -2.7835  0.603
C  -2.2525  0.7952  -2.3423  -0.696
C  -3.6297  1.0148  -2.2366  -0.143
C  -4.1491  2.2679  -1.9761  -0.096
C  -3.2867  3.3406  -1.7979  -0.093
C  -1.9222  3.1352  -1.8670  -0.137
C  -1.3773  1.8759  -2.1345  -0.693
S  0.3966  1.7992  -2.1678  0.614
H  -4.2926  0.1693  -2.3736  0.096
H  -5.2205  2.4044  -1.9080  0.102
H  -3.6703  4.3324  -1.5974  0.102
H  -1.2376  3.9599  -1.7140  0.097

Computed properties:
Kohn-Sham gap: 7.27 eV
Molecular weight: 571.02 u
DFT total energy: -6880.34241 a.u.
HOMO energy: -8.05 eV
Net charge: 0
Max |F|: 0.74 eV/A

***

No. 2
Density functional theory data (ωB97M-V/def2-TZVPD) for a molecular structure, C16H10Cl4N2O2RuS2 in a non-equilibrium geometry.

Last column: Löwdin spin population.
Element x y z (Å)
Ru  0.1248  0.0693  -0.1461  0.292
Cl  3.5144  -5.9742  -0.9900  0.000
C  3.1143  -4.3625  -0.5392  0.000
C  4.0077  -3.6208  0.2394  -0.001
Cl  5.4987  -4.3223  0.7307  0.000
C  3.6860  -2.3301  0.6265  -0.001
Cl  4.7433  -1.4084  1.6282  0.000
C  2.4654  -1.7385  0.2479  0.000
O  2.1251  -0.5632  0.5931  0.002
C  1.5391  -2.5037  -0.5835  0.001
O  0.4461  -1.9488  -0.9325  0.018
C  1.9052  -3.8153  -0.9452  0.000
Cl  0.8054  -4.7420  -1.8988  0.000
C  -4.4311  0.0141  -1.3793  -0.001
C  -3.1296  -0.0379  -0.6290  0.072
S  -1.8037  0.6278  -1.5213  0.290
C  -3.0553  -0.5734  0.6280  0.108
C  -4.2982  -1.0579  1.3234  0.007
S  -1.6157  -0.7153  1.5640  0.194
H  -4.3678  0.7837  -2.1433  0.001
H  -5.2676  0.2380  -0.7225  0.001
H  -4.6214  -0.9444  -1.8644  0.000
H  -4.9861  -0.2325  1.5025  0.003
H  -4.0238  -1.4942  2.2774  0.001
H  -4.8100  -1.8070  0.7235  0.003
N  3.8973  4.3528  -1.6487  0.000
C  2.9400  4.0534  -1.0859  0.000
C  1.7910  3.6740  -0.3720  0.000
C  0.8284  4.6221  0.0600  -0.002
C  -0.2290  4.1512  0.8294  0.001
C  -0.3114  2.8163  1.1554  0.001
N  0.6071  1.9015  0.7307  0.010
C  1.6354  2.3440  -0.0142  -0.001
H  0.9456  5.6709  -0.1591  0.000
H  -0.9669  4.8429  1.2100  0.000
H  -1.1099  2.4160  1.7702  0.002
H  2.4066  1.6162  -0.2636  0.000

Computed properties:
Relative energy (zero: lowest compared OMol25 entry of this formula, charge and spin): 0.737 eV
Kohn-Sham gap (spin up / spin down): 4.95 / 4.72 eV
Molecular weight: 569.28 u
DFT total energy: -3607.79421 a.u.
⟨S²⟩: 0.77
Multiplicity: 2
HOMO energy (spin up / spin down): -3.64 / -3.63 eV
Net charge: -1
Max |F|: 3.87 eV/A

***

No. 3
Density functional theory data (ωB97M-V/def2-TZVPD) for a molecular structure, C16H10Cl6Co in a non-equilibrium geometry.

Last column: Löwdin spin population.
Element x y z (Å)
C  2.0795  -1.7763  1.5877  0.019
C  2.2206  -1.9958  0.1779  0.014
C  0.9847  -2.4670  -0.3463  0.028
H  3.1371  -1.8840  -0.3853  0.004
C  0.0645  -2.5592  0.7347  0.002
C  0.7399  -2.1684  1.9368  0.005
H  0.3168  -2.2166  2.9314  0.005
H  2.8428  -1.4476  2.2848  0.005
H  0.7865  -2.7620  -1.3669  0.008
H  -0.9368  -2.9545  0.6757  0.005
Co  0.7233  -0.7027  0.6547  1.630
Cl  1.5929  1.2714  0.4849  0.160
C  1.2953  2.0001  -2.3439  0.242
C  0.0844  1.4447  -2.8369  0.003
C  0.3664  0.1357  -3.3260  0.291
H  -0.8750  1.9504  -2.8601  -0.004
C  1.7645  -0.0977  -3.1772  0.040
C  2.3399  1.0502  -2.5752  0.221
H  3.3838  1.1930  -2.3383  0.008
H  1.3903  2.9826  -1.8980  0.008
H  -0.3517  -0.5306  -3.7870  0.017
H  2.2893  -0.9839  -3.5033  -0.003
Cl  -0.3031  0.0707  4.0087  0.025
C  -1.3336  0.5134  2.7088  0.029
C  -1.0162  0.2086  1.3919  -0.039
C  -1.8878  0.5993  0.3928  0.065
Cl  -1.9136  -0.1998  -1.1272  0.058
C  -2.8556  1.6010  0.6410  0.053
Cl  -3.4552  2.5609  -0.6308  0.028
C  -3.2666  1.8195  1.9669  0.006
Cl  -4.6324  2.7720  2.2842  0.007
C  -2.5334  1.2118  3.0132  0.039
Cl  -3.0414  1.3609  4.6264  0.021

Computed properties:
Kohn-Sham gap (spin up / spin down): 2.93 / 4.34 eV
Molecular weight: 473.91 u
DFT total energy: -4759.48813 a.u.
⟨S²⟩: 3.84
Multiplicity: 4
HOMO energy (spin up / spin down): 1.80 / -0.08 eV
Net charge: -2
Max |F|: 3.21 eV/A

***

No. 4
Density functional theory data (ωB97M-V/def2-TZVPD) for 2 unconnected molecules or ions with the total composition C16H10FINO4 in a non-equilibrium geometry.

Last column: Löwdin charge in e.
Element x y z (Å)
O  -7.0757  -1.0258  -2.6682  -0.115
C  -6.3900  -0.3504  -3.4553  -0.764
O  -6.8772  0.0568  -4.5879  -0.129
C  -4.9078  0.0940  -3.1180  -0.652
I  -4.0199  -1.0671  -1.5054  0.719
N  -4.9053  1.5428  -2.8512  -0.062
F  -4.1151  2.2114  -3.7967  -0.124
H  -4.2910  -0.0842  -4.0344  0.083
H  -4.4376  1.7448  -1.9602  0.072
C  1.4692  -0.2630  4.8809  -0.065
C  0.1496  -0.1587  4.4485  -0.059
C  -0.1360  -0.1111  3.0919  0.005
C  0.8980  -0.1558  2.1616  -0.079
C  2.2221  -0.2361  2.5953  -0.085
C  2.5034  -0.3010  3.9575  -0.006
C  3.3385  -0.2351  1.6159  -0.280
O  4.4932  -0.3089  1.9937  0.094
C  3.0213  -0.1339  0.1696  -0.087
C  4.0571  -0.0740  -0.7591  -0.007
C  3.7701  0.0074  -2.1140  -0.063
C  2.4469  0.0201  -2.5484  -0.054
C  1.4116  -0.0337  -1.6269  0.011
C  1.6957  -0.1011  -0.2658  -0.080
C  0.5798  -0.1224  0.7116  -0.278
O  -0.5722  -0.1070  0.3322  0.095
H  1.6903  -0.3092  5.9412  0.104
H  -0.6567  -0.1165  5.1715  0.106
H  -1.1646  -0.0352  2.7593  0.125
H  3.5290  -0.3768  4.2986  0.118
H  5.0883  -0.0869  -0.4268  0.117
H  4.5779  0.0590  -2.8349  0.104
H  2.2240  0.0765  -3.6075  0.109
H  0.3830  -0.0188  -1.9689  0.127

Computed properties:
Kohn-Sham gap: 4.67 eV
Molecular weight: 426.16 u
DFT total energy: -1368.99951 a.u.
HOMO energy: -4.15 eV
Net charge: -1
Max |F|: 3.92 eV/A